{
  "formula": "C16H37O6S5",
  "method": "the ωB97M-V functional and the def2-TZVPD basis",
  "largest_force_ev_per_a": 16.6,
  "lumo_ha": 0.0909,
  "spin_multiplicity": 1,
  "relative_energy_kj_mol": 2397.8,
  "energy_ha": -3072.83291,
  "total_charge": -1,
  "symbols": ["O", "H", "C", "S", "O", "C", "H", "H", "H", "H", "H", "H", "C", "S", "O", "C", "H", "H", "H", "H", "H", "H", "C", "S", "O", "C", "H", "H", "H", "H", "H", "H", "C", "S", "O", "C", "H", "H", "H", "H", "H", "H", "C", "S", "O", "C", "H", "H", "H", "H", "H", "H", "C", "C", "C", "C", "C", "C", "H", "H", "H", "H", "H", "H"],
  "positions_angstrom": [[-1.1821, -0.5259, 0.5423], [-0.4695, -0.5562, 0.1645], [-3.0477, -1.3889, -1.4232], [-2.7916, 0.3549, -1.3738], [-4.0209, 0.9551, -2.0319], [-3.0503, 0.5102, 0.3384], [-2.4261, -2.0334, -0.8941], [-2.7183, -1.7329, -2.4579], [-4.0046, -1.8700, -0.9629], [-2.2387, 0.1791, 0.9666], [-3.6486, -0.3313, 0.7894], [-3.3987, 1.5148, 0.7303], [-0.4032, 2.2673, 1.5840], [-0.2897, 2.3515, -0.2595], [-1.0897, 3.5298, -0.6666], [1.4600, 2.8945, -0.4203], [-0.2787, 3.2128, 1.8493], [0.4868, 1.7106, 2.0884], [-1.3668, 1.9213, 1.8213], [1.6288, 3.9325, -0.0402], [1.8087, 2.8379, -1.4274], [1.9531, 1.9838, -0.0349], [-0.5676, -2.2399, -2.9882], [-1.0541, -2.9594, -1.3461], [-1.5199, -4.3360, -1.4749], [0.5852, -3.3347, -0.7935], [-1.4285, -1.9682, -3.4048], [0.1670, -2.9340, -3.3999], [-0.1931, -1.2146, -2.7105], [1.2900, -3.8502, -1.5197], [0.5924, -3.7955, 0.1818], [1.1494, -2.2685, -0.5824], [-0.7720, 1.7952, -2.5698], [-1.4650, 3.3826, -2.0886], [-1.1942, 4.2713, -3.2969], [-3.2380, 2.8025, -2.1080], [0.2579, 1.7033, -2.5726], [-0.9652, 1.8297, -3.5283], [-1.2553, 1.1466, -2.0659], [-3.5710, 2.1936, -2.8074], [-3.5767, 3.8242, -1.9127], [-3.1097, 2.1254, -1.2203], [0.6006, -1.3142, 2.1464], [0.7746, -2.6385, 0.9434], [1.8703, -3.6801, 1.3698], [-0.7733, -3.4238, 1.2185], [-0.3022, -0.9305, 1.6697], [1.4676, -0.7478, 2.0101], [0.2961, -1.5901, 3.3556], [-1.6068, -2.9362, 0.9981], [-0.5420, -3.9516, 2.1241], [-0.6678, -4.1861, 0.4134], [4.3997, -0.4760, 3.1289], [5.2640, 0.8837, 3.0669], [4.6588, 1.8981, 2.2548], [3.5601, 1.6739, 1.3872], [2.9354, 0.4384, 1.3163], [3.2355, -0.6534, 2.3531], [4.7299, -1.2603, 3.8313], [6.1157, 0.9413, 3.5995], [5.0409, 2.8454, 2.3645], [3.1244, 2.5191, 0.8784], [2.0937, 0.2854, 0.7142], [2.6812, -1.5877, 2.1828]],
  "nbo_charge": [-1.182, 0.400, -0.809, 1.264, -1.031, -0.947, 0.224, 0.195, 0.247, 0.361, 0.227, 0.217, -0.710, 0.757, -1.024, -0.832, 0.182, 0.208, 0.240, 0.210, 0.232, 0.254, -0.792, 1.321, -1.007, -0.941, 0.216, 0.245, 0.235, 0.242, 0.219, 0.322, -0.862, 1.680, -1.001, -0.711, 0.212, 0.224, 0.205, 0.260, 0.237, 0.182, -0.890, 1.178, -0.996, -0.810, 0.308, 0.204, 0.149, 0.253, 0.244, 0.227, -0.200, -0.189, -0.216, -0.247, -0.213, -0.252, 0.207, 0.193, 0.195, 0.221, 0.194, 0.269]
}

---

{
  "formula": "C16H38AlBBr3FKN3O6",
  "method": "the ωB97M-V functional and the def2-TZVPD basis",
  "largest_force_ev_per_a": 4.7,
  "lumo_ha": -0.2765,
  "spin_multiplicity": 1,
  "energy_ha": -9936.34256,
  "total_charge": 2,
  "symbols": ["C", "B", "C", "C", "O", "C", "C", "N", "H", "H", "H", "H", "H", "H", "H", "H", "H", "H", "H", "H", "C", "Br", "Br", "Br", "H", "C", "C", "C", "O", "C", "N", "H", "H", "H", "H", "H", "H", "H", "H", "H", "H", "H", "C", "N", "C", "C", "C", "C", "O", "H", "H", "H", "H", "H", "H", "H", "H", "H", "H", "H", "H", "H", "H", "C", "O", "O", "O", "K", "F", "Al"],
  "positions_angstrom": [[2.2233, -2.2818, -0.1983], [0.6320, -2.1536, 0.1430], [-0.4134, -3.3005, -0.2089], [-0.0955, -4.6918, 0.2995], [-0.5860, -5.6352, -0.2845], [0.0948, -0.7851, 0.8665], [-0.9952, 0.0299, -0.0417], [-2.3341, -0.4920, -0.0213], [2.6011, -3.2928, -0.0744], [2.3463, -1.9576, -1.2685], [2.8385, -1.6160, 0.4444], [-0.5704, -3.4168, -1.2864], [-1.3986, -3.0896, 0.2414], [0.5416, -4.8593, 1.1777], [0.9916, -0.1106, 1.0009], [-0.2382, -0.9708, 1.8877], [-0.9397, 1.1083, 0.2399], [-0.6576, -0.0500, -1.1171], [-2.5024, -1.2040, -0.7125], [-2.6548, -0.7513, 0.9011], [-0.6534, -9.2593, -0.8390], [0.0802, -8.6593, -2.5163], [-2.2515, -10.2871, -1.0970], [0.6491, -10.2025, 0.2019], [-0.9268, -8.3752, -0.2833], [-3.8067, 0.6945, 3.0267], [-3.1257, 1.9676, 3.5231], [-4.1058, 3.0405, 4.0135], [-4.7663, 3.7441, 2.9835], [-5.8988, 3.1017, 2.4319], [-2.2414, 2.4797, 2.4700], [-4.2425, 0.8257, 2.0346], [-3.0707, -0.1151, 2.9622], [-4.5950, 0.3715, 3.7074], [-2.5028, 1.6890, 4.3771], [-3.5305, 3.7926, 4.5570], [-4.8327, 2.6232, 4.7222], [-6.4469, 2.5317, 3.1878], [-5.6217, 2.4433, 1.6022], [-6.5541, 3.8755, 2.0360], [-1.7027, 3.2621, 2.8313], [-2.8381, 2.9035, 1.7624], [4.5796, 1.7421, -2.3302], [3.4988, 1.8085, -3.3825], [3.8604, 0.8457, -4.4736], [3.4510, 3.1947, -3.9506], [2.1524, 1.3931, -2.8424], [1.5765, 2.3169, -1.7029], [2.4357, 2.3088, -0.5591], [5.5373, 1.7923, -2.8429], [4.4865, 2.5878, -1.6609], [4.4920, 0.8049, -1.7877], [4.8207, 1.1381, -4.8873], [3.0952, 0.8826, -5.2458], [3.9243, -0.1543, -4.0508], [3.2503, 3.9017, -3.1520], [2.6700, 3.2397, -4.7066], [4.4188, 3.4136, -4.3933], [2.2852, 0.3559, -2.4845], [1.4620, 1.3789, -3.6916], [0.5810, 1.9420, -1.3815], [1.4312, 3.3313, -2.0748], [2.0729, 2.9945, 0.0855], [1.9884, 2.4234, 2.4524], [1.2156, 1.3263, 2.7831], [1.3476, 3.1730, 1.6341], [3.1222, 2.5985, 2.8147], [1.3225, 0.1429, -1.0477], [2.1660, 0.3217, 3.5517], [-3.1425, -4.1316, -0.3565]],
  "mulliken_charge": [-1.320, -0.027, 0.020, -0.169, -0.451, -0.835, -0.795, -0.385, 0.577, 0.430, 0.374, 0.454, -0.111, 0.461, 0.381, 0.495, 0.155, 0.533, 0.135, 0.240, -0.058, -0.032, 0.013, 0.012, 0.064, -1.357, 0.248, -0.753, -0.380, -0.639, -0.451, 0.330, 0.141, 0.432, 0.391, 0.363, 0.434, 0.298, 0.209, 0.273, 0.235, 0.291, -0.776, -0.028, -0.831, -0.817, -0.565, -1.115, -0.443, 0.433, 0.412, 0.315, 0.418, 0.389, 0.375, 0.352, 0.365, 0.415, 0.410, 0.430, 0.332, 0.768, 0.275, 0.774, -0.085, -0.851, -0.583, 0.822, -0.242, 0.826]
}

---

{
  "formula": "C16H38BBrFLiNO6P",
  "method": "the ωB97M-V functional and the def2-TZVPD basis",
  "largest_force_ev_per_a": 2.2,
  "lumo_ha": -0.0538,
  "spin_multiplicity": 1,
  "energy_ha": -4186.21999,
  "symbols": ["C", "C", "C", "C", "C", "B", "O", "C", "C", "C", "C", "C", "O", "C", "C", "P", "O", "Br", "H", "H", "H", "H", "H", "H", "H", "H", "H", "H", "H", "H", "H", "H", "H", "H", "H", "H", "H", "H", "H", "H", "H", "H", "H", "H", "H", "H", "Li", "F", "C", "C", "C", "O", "C", "O", "O", "H", "H", "H", "H", "H", "H", "N", "H", "H", "H", "H"],
  "positions_angstrom": [[-3.7652, -0.6584, 3.4134], [-2.3408, -0.1091, 3.3352], [-1.6919, -0.3397, 1.9611], [-0.7507, -1.5415, 1.9701], [-0.5925, -2.2545, 0.6141], [0.5610, -1.5422, -0.3266], [0.5791, -0.0683, -0.0984], [2.0289, -2.1906, 0.0404], [3.2766, -1.3474, -0.2178], [3.5762, -1.0739, -1.6816], [4.7448, -0.0811, -1.7929], [5.0994, 0.2439, -3.2494], [3.9829, 0.1624, -4.1110], [3.3478, 1.4324, -4.2978], [1.9154, 1.1985, -4.7300], [0.2049, -1.9721, -2.2554], [-0.9255, -0.8103, -2.6624], [-0.9344, -3.9491, -2.2393], [-4.4329, -0.0430, 2.8137], [-3.7944, -1.6853, 3.0428], [-4.0989, -0.6958, 4.4453], [-1.7764, -0.6033, 4.1321], [-2.3769, 0.9460, 3.6087], [-2.4845, -0.5924, 1.2599], [-1.1713, 0.5599, 1.6490], [0.2133, -1.2503, 2.4323], [-1.2098, -2.2533, 2.6712], [-0.2958, -3.2889, 0.7978], [-1.5417, -2.2045, 0.0861], [0.9649, 0.3918, -0.8464], [1.9868, -2.4243, 1.1199], [2.1442, -3.1546, -0.4659], [4.1388, -1.9010, 0.1779], [3.2583, -0.3936, 0.3155], [3.8658, -1.9741, -2.2247], [2.7361, -0.6189, -2.2002], [4.4365, 0.8507, -1.3146], [5.6089, -0.5132, -1.2861], [5.8642, -0.4352, -3.6328], [5.5130, 1.2546, -3.3170], [3.4139, 2.0166, -3.3740], [3.8541, 1.9482, -5.1190], [1.9320, 0.8233, -5.7666], [1.4744, 0.4083, -4.1143], [1.3027, 2.0928, -4.6273], [-0.6643, 0.0208, -2.2499], [1.6545, -2.1390, 2.9080], [2.2066, 0.6519, -7.5174], [-5.4764, 3.9147, 4.8416], [-5.4943, 2.8250, 5.8826], [-4.8985, 3.2170, 7.2137], [-4.4726, 1.9500, 7.7291], [-4.1811, 1.1626, 6.6628], [-3.6040, 0.1278, 6.7313], [-4.6382, 1.7263, 5.5146], [-4.4696, 4.3163, 4.7198], [-5.7918, 3.5290, 3.8731], [-6.1459, 4.7245, 5.1311], [-6.5071, 2.4309, 6.0027], [-5.6070, 3.6921, 7.8870], [-4.0182, 3.8546, 7.1009], [2.8572, -1.6834, -9.2813], [1.9896, -2.2160, -9.2712], [2.9948, -1.2627, -10.1973], [2.7848, -0.9087, -8.5583], [3.6401, -2.2936, -9.0579]],
  "nbo_charge": [-0.605, -0.392, -0.409, -0.341, -0.660, 0.217, -0.936, -0.579, -0.406, -0.385, -0.421, -0.053, -0.552, -0.059, -0.674, 0.791, -1.002, -0.329, 0.198, 0.193, 0.223, 0.182, 0.198, 0.212, 0.230, 0.045, 0.188, 0.198, 0.230, 0.462, 0.026, 0.222, 0.174, 0.191, 0.203, 0.214, 0.187, 0.194, 0.168, 0.164, 0.141, 0.174, 0.309, 0.193, 0.192, 0.487, 0.967, -0.909, -0.627, 0.065, -0.095, -0.492, 0.972, -0.575, -0.495, 0.218, 0.234, 0.223, 0.185, 0.206, 0.183, -0.889, 0.439, 0.434, 0.523, 0.429]
}

---

- Number 2 is which compound?
  C16H38AlBBr3FKN3O6

---

- Number 2 is which compound?
  C16H38AlBBr3FKN3O6